Here is a single C12H17NO2 molecule from the Open Molecules 2025 dataset. Energies are from the ωB97M-V functional and the def2-TZVPD basis.

Results
- Structure (SMILES): COc1cccc([C@@H]2CCOC[C@@H]2N)c1
- ΔE to the lowest compared entry with this formula, charge and spin: 42.6 kJ/mol

```
! RIJCOSX wB97M-V def2-TZVPD def2/J DEFGRID3
* xyz 0 1
C -4.091 -1.727 0.137
H -3.566 -2.207 -0.695
O -4.009 -0.325 0.059
C -2.778 0.259 0.088
C -1.577 -0.427 0.213
C -0.364 0.252 0.235
C -0.367 1.636 0.126
C -1.563 2.325 0.002
C -2.764 1.650 -0.016
H -3.703 2.171 -0.111
H -1.554 3.402 -0.082
H 0.557 2.194 0.133
C 0.912 -0.546 0.358
C 1.799 -0.040 1.510
H 1.741 1.046 1.592
H 1.456 -0.462 2.455
C 3.252 -0.435 1.272
H 3.883 -0.127 2.111
O 3.804 0.192 0.129
C 2.871 0.465 -0.898
H 2.451 1.475 -0.773
C 1.733 -0.569 -0.962
N 0.867 -0.421 -2.116
H 1.409 -0.487 -2.970
H 0.407 0.483 -2.103
H 2.204 -1.556 -1.054
H 3.444 0.454 -1.832
H 3.326 -1.528 1.169
H 0.631 -1.582 0.570
H -1.566 -1.503 0.289
H -5.152 -1.963 0.077
H -3.691 -2.101 1.085
*
```

***

Here is 2 unconnected molecules or ions with the total composition C12H17NOS in a non-equilibrium geometry from the Open Molecules 2025 dataset. Energies are from the ωB97M-V functional and the def2-TZVPD basis.

Results
- ΔE to the lowest compared entry with this formula, charge and spin: 285.6 kJ/mol

```
! RIJCOSX wB97M-V def2-TZVPD def2/J DEFGRID3
* xyz 0 1
C -1.648 -1.668 3.515
C -0.697 -0.604 3.106
S 0.934 -1.028 3.017
O -1.111 0.512 2.842
H -2.639 -1.226 3.629
H -1.705 -2.457 2.761
H -1.351 -2.109 4.468
C 2.769 2.136 1.502
N 2.112 1.440 0.396
C 2.928 1.109 -0.775
C 0.757 1.240 0.448
C -0.020 0.506 -0.491
C 0.387 -0.746 -1.015
C -0.405 -1.419 -1.914
C -1.618 -0.886 -2.350
C -2.442 -1.614 -3.354
C -2.039 0.336 -1.825
C -1.278 1.009 -0.904
H 3.810 2.359 1.272
H 2.250 3.069 1.719
H 2.729 1.504 2.388
H 3.765 1.801 -0.875
H 3.319 0.099 -0.676
H 2.326 1.167 -1.681
H 0.233 1.759 1.235
H 1.287 -1.198 -0.636
H -0.103 -2.384 -2.281
H -3.385 -1.097 -3.537
H -1.911 -1.694 -4.306
H -2.671 -2.624 -3.008
H -2.977 0.750 -2.155
H -1.604 1.958 -0.516
*
```

***

Here is a molecular structure, C12H18AlF6O9P in a non-equilibrium geometry from the Open Molecules 2025 dataset. Energies are from the ωB97M-V functional and the def2-TZVPD basis.

Results
- ΔE to the lowest compared entry with this formula, charge and spin: 0.0 kJ/mol

```
! RIJCOSX wB97M-V def2-TZVPD def2/J DEFGRID3
* xyz 2 1
Al 10.767 6.547 -6.287
P 13.894 4.965 -6.288
F 13.657 6.584 -6.238
F 12.730 4.967 -7.497
F 15.039 5.121 -7.365
F 13.904 3.376 -6.323
F 14.965 4.983 -5.120
F 12.623 4.861 -5.193
C 15.459 11.466 -7.109
C 14.159 11.751 -6.369
C 13.019 12.174 -7.299
O 11.958 11.250 -6.960
C 12.446 10.252 -6.266
O 11.797 9.243 -6.007
O 13.691 10.442 -5.904
H 15.882 12.422 -7.419
H 15.230 10.764 -7.905
H 16.211 11.042 -6.444
H 14.253 12.459 -5.550
H 13.161 12.183 -8.379
H 12.655 13.173 -7.057
C 14.606 8.964 -0.365
C 14.452 9.057 -1.870
C 15.462 8.169 -2.634
O 14.655 7.570 -3.650
C 13.386 7.723 -3.362
O 12.467 7.275 -4.042
O 13.207 8.450 -2.280
H 14.450 7.932 -0.053
H 13.867 9.626 0.083
H 15.608 9.247 -0.046
H 14.590 10.072 -2.242
H 16.040 7.515 -1.977
H 16.215 8.759 -3.158
C 11.132 6.358 0.307
C 10.769 5.228 -0.626
C 9.294 4.886 -0.648
O 9.040 4.593 -2.031
C 9.955 5.219 -2.741
O 9.874 5.391 -3.945
O 10.984 5.628 -2.011
H 12.177 6.657 0.268
H 10.966 6.052 1.341
H 10.482 7.196 0.056
H 11.357 4.324 -0.443
H 8.693 5.742 -0.325
H 9.016 4.055 -0.004
*
```

***

Here is 9 unconnected molecules or ions with the total composition C12H18Cl24NO5S2 in a non-equilibrium geometry from the Open Molecules 2025 dataset. Energies are from the ωB97M-V functional and the def2-TZVPD basis.

```
! RIJCOSX wB97M-V def2-TZVPD def2/J DEFGRID3
* xyz -1 1
C -3.787 0.031 -0.970
O -2.973 -0.338 -2.138
C -1.566 -0.589 -1.792
C -0.917 0.449 -0.702
C 0.708 0.699 -1.004
S 1.189 2.355 -0.264
O 2.764 2.363 -0.157
O 0.670 2.371 1.194
N 0.754 3.746 -1.224
S -0.853 4.329 -0.869
O -1.790 3.923 -2.072
O -0.964 5.868 -0.721
H -3.450 -0.453 0.043
H -3.645 1.209 -0.830
H -4.951 -0.111 -1.154
H -1.401 -1.725 -1.494
H -0.948 -0.445 -2.801
H -1.086 0.132 0.426
H -1.419 1.498 -0.831
H 0.836 0.649 -2.190
H 1.376 -0.202 -0.598
H -1.407 3.645 0.258
C 3.245 -1.417 1.927
Cl 2.304 -2.247 0.676
Cl 2.176 -0.765 3.180
Cl 4.439 -2.517 2.638
H 3.778 -0.584 1.461
C -3.221 -3.670 -4.165
Cl -4.026 -3.791 -2.591
Cl -1.468 -3.520 -3.957
Cl -3.610 -5.074 -5.173
H -3.586 -2.772 -4.670
C 6.708 -0.510 -0.228
Cl 5.173 0.318 0.083
Cl 6.607 -2.211 0.260
Cl 7.150 -0.379 -1.938
H 7.487 -0.027 0.368
C 5.664 0.845 4.078
Cl 4.421 1.191 2.864
Cl 6.778 -0.401 3.490
Cl 6.548 2.321 4.502
H 5.171 0.469 4.978
C 5.300 -6.605 2.642
Cl 5.860 -5.217 1.692
Cl 6.343 -6.855 4.052
Cl 3.617 -6.375 3.145
H 5.353 -7.496 2.012
C -3.601 -0.598 3.531
Cl -5.136 0.230 3.842
Cl -3.701 -2.298 4.018
Cl -3.158 -0.466 1.820
H -2.822 -0.115 4.126
C -1.798 7.536 -4.080
Cl -1.302 9.016 -3.240
Cl -3.563 7.452 -4.203
Cl -1.057 7.456 -5.687
H -1.452 6.678 -3.498
C -7.666 -1.376 0.390
Cl -6.900 -0.709 1.842
Cl -6.972 -0.648 -1.069
Cl -7.493 -3.138 0.349
H -8.731 -1.135 0.422
*
```

***

Here is a molecular structure, C12H18Cl2CrN2O3P in a non-equilibrium geometry from the Open Molecules 2025 dataset. Energies are from the ωB97M-V functional and the def2-TZVPD basis.

Results
- ΔE to the lowest compared entry with this formula, charge and spin: 320.3 kJ/mol

```
! RIJCOSX wB97M-V def2-TZVPD def2/J DEFGRID3
* xyz 2 4
C -0.633 -2.341 -2.902
C -1.132 -1.511 -1.796
H -1.457 -2.841 -3.424
H 0.050 -3.119 -2.528
H -0.071 -1.678 -3.596
O -2.325 -1.190 -1.637
Cl 2.426 -0.986 -1.830
Cr 0.536 -0.442 -0.899
P 0.099 1.755 -1.996
C -1.388 2.791 -1.716
C 1.323 3.120 -1.861
H 0.961 0.861 -4.034
H 0.140 2.459 -4.274
H -0.850 0.958 -4.057
C 0.082 1.474 -3.789
H 2.334 2.699 -1.925
H 1.153 3.832 -2.684
H -1.376 3.582 -2.489
H -1.317 3.241 -0.708
H 1.193 3.628 -0.892
H -2.301 2.181 -1.806
C -1.514 0.204 -0.246
O -2.527 0.466 0.254
Cl 1.973 1.041 0.272
N 0.713 -0.446 5.773
C 0.501 0.103 4.527
O 0.430 1.315 4.343
C 0.308 -0.898 3.426
C 0.057 -2.265 3.634
C -0.066 -3.108 2.535
C 0.123 -2.598 1.245
N 0.345 -1.284 1.065
C 0.299 -0.431 2.109
H 0.931 0.189 6.519
H 1.008 -1.401 5.867
H -0.087 -2.640 4.646
H -0.320 -4.160 2.646
H 0.059 -3.207 0.339
H 0.323 0.644 1.888
*
```

***

Here is a molecular structure, C12H18Cl3N3OOsS3Sb from the Open Molecules 2025 dataset. Energies are from the ωB97M-V functional and the def2-TZVPD basis.

Results
- ΔE to the lowest compared entry with this formula, charge and spin: 9.6 kJ/mol

```
! RIJCOSX wB97M-V def2-TZVPD def2/J DEFGRID3
* xyz 2 6
Os 0.014 -0.214 -0.668
N -3.975 -1.641 1.452
C -2.733 -0.768 1.394
C -3.108 0.674 1.682
C -1.863 1.563 1.722
N -1.235 1.649 0.389
C -0.857 1.036 2.742
C -0.479 -0.433 2.562
N 0.512 -0.612 1.461
C -1.712 -1.326 2.379
H -4.691 -1.309 0.801
H -4.387 -1.650 2.389
H -3.752 -2.608 1.198
H -2.381 -0.878 0.369
H -3.604 0.749 2.656
H -3.810 1.048 0.931
H -2.185 2.557 2.044
H -0.508 2.361 0.392
H -1.912 1.949 -0.309
H -1.287 1.153 3.739
H 0.044 1.654 2.731
H 0.013 -0.760 3.480
H 0.870 -1.566 1.483
H 1.320 -0.018 1.655
H -2.182 -1.414 3.365
H -1.402 -2.331 2.078
S 2.204 -0.931 -2.375
Sb 0.211 -1.710 -3.241
S -0.476 -2.388 -0.909
S -0.948 0.418 -2.590
Cl 6.419 3.355 -2.528
C 4.936 2.865 -1.887
C 4.912 1.794 -0.969
C 3.721 1.384 -0.457
Cl 3.681 0.122 0.706
C 2.473 2.007 -0.840
O 1.347 1.627 -0.434
C 2.571 3.134 -1.753
Cl 1.115 3.907 -2.190
C 3.765 3.540 -2.270
H 5.837 1.315 -0.679
H 3.818 4.364 -2.967
*
```

***

Here is 4 unconnected molecules or ions with the total composition C12H18ClO10 in a non-equilibrium geometry from the Open Molecules 2025 dataset. Energies are from the ωB97M-V functional and the def2-TZVPD basis.

Results
- ΔE to the lowest compared entry with this formula, charge and spin: 9.1 kJ/mol

```
! RIJCOSX wB97M-V def2-TZVPD def2/J DEFGRID3
* xyz -1 1
Cl -2.151 -0.138 -0.464
O -1.160 0.762 0.071
O -2.142 -1.356 0.321
O -3.459 0.473 -0.432
O -1.834 -0.456 -1.848
O 2.956 -1.071 0.426
C 2.474 -1.133 -0.658
O 3.037 -0.506 -1.718
C 2.357 -0.836 -2.951
C 1.442 -2.004 -2.607
C 1.202 -1.812 -1.112
H 3.143 -1.153 -3.631
H 1.828 0.046 -3.301
H 1.923 -2.958 -2.825
H 0.478 -1.999 -3.116
H 1.084 -2.724 -0.532
H 0.323 -1.200 -0.918
O -1.136 6.429 -3.317
C -1.200 5.453 -2.642
O -2.010 4.441 -2.983
C -2.013 3.418 -1.964
C -0.711 3.633 -1.210
C -0.539 5.144 -1.307
H -2.067 2.431 -2.415
H -2.875 3.532 -1.304
H 0.091 3.133 -1.747
H -0.769 3.346 -0.165
H 0.498 5.459 -1.334
H -1.128 5.732 -0.600
O 2.637 -3.234 2.924
C 1.561 -2.979 3.372
O 1.440 -2.241 4.513
C 0.095 -2.262 5.022
C -0.767 -3.017 3.995
C 0.181 -3.236 2.814
H -0.210 -1.241 5.241
H 0.083 -2.790 5.982
H -1.615 -2.409 3.692
H -1.152 -3.964 4.376
H -0.027 -2.506 2.032
H 0.133 -4.206 2.321
*
```

***

Here is a molecular structure, C12H18HfN8O3S5 in a non-equilibrium geometry from the Open Molecules 2025 dataset. Energies are from the ωB97M-V functional and the def2-TZVPD basis.

Results
- ΔE to the lowest compared entry with this formula, charge and spin: 80.8 kJ/mol

```
! RIJCOSX wB97M-V def2-TZVPD def2/J DEFGRID3
* xyz 2 1
Hf 0.075 -0.251 -1.321
N 0.192 1.991 -0.536
C 0.528 1.796 0.921
C -0.082 2.830 1.871
C -1.581 2.743 2.190
C -2.036 1.624 3.147
N -1.128 1.386 4.272
C -1.258 1.842 5.508
N -2.223 2.705 5.824
N -0.393 1.453 6.447
C 0.107 0.398 1.363
O 0.442 -0.023 2.434
O -0.677 -0.233 0.477
H 0.854 2.627 -0.955
H -0.712 2.437 -0.605
H 1.604 1.842 1.028
H 0.110 3.812 1.435
H 0.486 2.794 2.800
H -2.176 2.640 1.276
H -1.862 3.705 2.622
H -2.131 0.677 2.628
H -3.030 1.857 3.520
H -0.381 0.739 4.076
H -2.878 3.032 5.140
H -2.364 2.995 6.775
H 0.299 0.750 6.254
H -0.468 1.775 7.396
S 4.452 -5.665 -2.927
C 3.447 -4.522 -2.396
S 3.957 -3.073 -1.580
C 2.374 -2.348 -1.388
C 1.332 -3.060 -1.845
S -0.395 -2.651 -1.801
S 1.712 -4.620 -2.537
S 2.368 -0.765 -0.602
O -2.775 -0.297 -3.064
C -2.196 0.216 -2.286
N -0.204 -3.244 -5.286
C 0.715 -2.443 -5.799
N 1.356 -2.777 -6.907
N 1.041 -1.256 -5.258
C 0.745 -0.618 -4.229
N 0.565 0.129 -3.317
H -0.397 -4.146 -5.690
H -0.612 -3.030 -4.391
H 1.172 -3.634 -7.395
H 2.027 -2.137 -7.292
*
```

***

Here is a gas-phase ion, C12H18N (charge +1) in a non-equilibrium geometry from the Open Molecules 2025 dataset. Energies are from the ωB97M-V functional and the def2-TZVPD basis.

Results
- Structure (SMILES): C[C@@H]1CCC[N@H+]1C1C=CC=CC=C1
- ΔE to the lowest compared entry with this formula, charge and spin: 239.0 kJ/mol

```
! RIJCOSX wB97M-V def2-TZVPD def2/J DEFGRID3
* xyz 1 1
C -0.399 -1.504 1.720
C -1.433 -1.384 0.612
C -1.268 -1.350 -0.722
C -0.107 -1.134 -1.554
C 1.206 -1.138 -1.125
C 1.683 -1.387 0.242
C 1.055 -1.434 1.432
H -0.664 -0.791 2.556
H -2.461 -1.181 1.013
H -2.195 -1.395 -1.318
H -0.293 -0.872 -2.599
H 1.985 -0.862 -1.856
H 2.790 -1.438 0.281
H 1.649 -1.216 2.354
C -1.645 -4.908 1.577
C -0.329 -4.251 1.962
C 0.317 -4.913 3.174
C 0.660 -3.830 4.217
C -0.290 -2.691 3.940
N -0.673 -2.808 2.444
H -1.509 -5.912 1.162
H -2.241 -4.981 2.505
H -2.218 -4.326 0.836
H 0.361 -4.153 1.127
H -0.409 -5.611 3.601
H 1.173 -5.521 2.869
H 0.495 -4.205 5.241
H 1.729 -3.592 4.124
H -1.226 -2.799 4.509
H 0.159 -1.738 4.183
H -1.699 -2.819 2.512
*
```

***

Here is a single C12H18N2O2 molecule in a non-equilibrium geometry from the Open Molecules 2025 dataset. Energies are from the ωB97M-V functional and the def2-TZVPD basis.

Results
- Structure (SMILES): CC1(C)[C@H]2CC[C@]1(C)[C@@]1(C2)NC(=O)NC1=O
- ΔE to the lowest compared entry with this formula, charge and spin: 0.0 kJ/mol

```
! RIJCOSX wB97M-V def2-TZVPD def2/J DEFGRID3
* xyz 0 1
O -0.705 1.573 3.932
O -2.819 -0.507 0.845
C -0.822 0.639 3.124
C -1.792 -0.328 1.495
N -2.019 0.161 2.715
N 0.220 0.192 2.395
C 0.620 0.053 -2.685
C -1.339 -0.957 -1.653
C 2.230 -0.511 -0.286
C -0.688 1.908 -0.305
C 1.656 0.882 0.017
C 0.080 -0.403 -1.307
C 0.335 -1.678 0.758
C 0.981 -1.380 -0.612
C 0.143 0.601 -0.110
C -0.264 -0.305 1.136
H -2.848 0.664 2.913
H 1.006 0.841 2.357
H -0.144 0.620 -3.209
H 1.523 0.672 -2.616
H 0.908 -0.833 -3.272
H -2.124 -0.141 -1.634
H -1.303 -1.419 -2.639
H -1.676 -1.748 -0.961
H 2.810 -0.925 0.531
H 2.925 -0.456 -1.149
H -0.474 2.419 -1.275
H -0.514 2.625 0.534
H -1.750 1.679 -0.273
H 1.997 1.603 -0.725
H 1.999 1.258 0.989
H -0.415 -2.472 0.634
H 1.069 -2.047 1.503
H 1.196 -2.280 -1.167
*
```

***

Here is 2 unconnected molecules or ions with the total composition C12H18N2O3S in a non-equilibrium geometry from the Open Molecules 2025 dataset. Energies are from the ωB97M-V functional and the def2-TZVPD basis.

Results
- Structure (SMILES): Cc1ccc(S(=O)(=O)N=C=O)cc1.CC(C)(C)N
- ΔE to the lowest compared entry with this formula, charge and spin: 297.4 kJ/mol

```
! RIJCOSX wB97M-V def2-TZVPD def2/J DEFGRID3
* xyz 0 1
C -6.149 -1.763 -0.936
C -4.687 -1.616 -1.225
C -3.905 -2.756 -1.374
C -2.533 -2.681 -1.572
C -1.940 -1.427 -1.680
S -0.190 -1.402 -2.064
N 0.559 -0.180 -0.815
C 1.683 -0.544 -0.440
O 2.738 -1.105 -0.357
O 0.386 -2.688 -1.729
O 0.008 -0.823 -3.372
C -2.692 -0.260 -1.567
C -4.064 -0.371 -1.343
H -6.621 -0.789 -0.836
H -6.638 -2.312 -1.743
H -6.314 -2.329 -0.016
H -4.373 -3.732 -1.334
H -1.925 -3.579 -1.615
H -2.204 0.713 -1.601
H -4.677 0.523 -1.264
C 2.672 2.938 2.388
C 3.256 1.764 1.599
C 3.905 2.280 0.323
C 4.296 1.015 2.414
N 2.215 0.760 1.232
H 2.186 2.613 3.319
H 3.480 3.629 2.663
H 1.960 3.515 1.780
H 4.199 1.420 -0.292
H 3.190 2.908 -0.219
H 4.775 2.901 0.579
H 4.623 0.118 1.881
H 5.179 1.628 2.595
H 3.909 0.726 3.394
H 2.413 -0.141 1.703
H 1.282 1.049 1.526
*
```

***

Here is a molecular structure, C12H18N3O4PPdS2 from the Open Molecules 2025 dataset. Energies are from the ωB97M-V functional and the def2-TZVPD basis.

Results
- ΔE to the lowest compared entry with this formula, charge and spin: 140.8 kJ/mol

```
! RIJCOSX wB97M-V def2-TZVPD def2/J DEFGRID3
* xyz -2 1
Pd 0.301 0.219 0.125
C -2.110 1.175 -0.247
P -1.319 2.788 -0.103
C -2.459 3.852 -1.033
C -1.522 3.250 1.623
O 0.072 3.020 -0.609
H -3.054 1.241 0.304
H -1.576 0.322 0.234
H -2.297 0.922 -1.291
H -3.481 3.780 -0.662
H -2.438 3.547 -2.080
H -2.114 4.883 -0.960
H -2.566 3.466 1.850
H -0.921 4.145 1.799
H -1.200 2.448 2.298
N 2.282 0.991 1.563
C 2.401 0.238 0.390
N 2.670 1.017 -0.747
S 2.849 -1.416 0.473
H 1.713 1.830 1.444
H 1.903 0.418 2.314
H 2.037 1.819 -0.810
H 2.556 0.437 -1.572
O -2.448 -0.683 6.157
C -2.727 -1.498 5.086
C -3.490 -2.646 5.269
C -3.763 -3.489 4.201
C -3.251 -3.191 2.949
C -2.473 -2.053 2.788
C -2.209 -1.173 3.833
C -1.369 0.074 3.520
O -1.806 1.169 3.912
O -0.394 -0.162 2.774
H -2.861 -1.077 6.932
H -3.864 -2.881 6.262
H -4.362 -4.378 4.357
H -3.436 -3.842 2.104
H -2.020 -1.828 1.830
S -2.044 -0.515 -4.164
C -0.829 -0.520 -3.002
N 0.003 -0.523 -2.188
*
```

***

| no. | E (eV) |
| --- | --- |
| 1 | -18304.2555 |
| 2 | -27091.1253 |
| 3 | -63337.2102 |
| 4 | -346666.4560 |
| 5 | -84595.7136 |
| 6 | -98318.0564 |
| 7 | -45729.2868 |
| 8 | -86273.8345 |
| 9 | -14217.9444 |
| 10 | -19811.9713 |
| 11 | -32692.6734 |
| 12 | -59838.7519 |